Computed, not measured: a cluster of 9 separate species, C49H66BCl2F5O29S in total at a distorted geometry, with the ωB97M-V functional and the def2-TZVPD basis.

Last columns: bonded neighbours and bond lengths (Å).
Cartesian coordinates (Å):
1 C -0.63493 2.07002 3.38221  B2 1.629, H32 1.149, H33 1.146, H34 1.135
2 B -1.51970 3.20039 2.61226  C1 1.629, O3 1.441, C4 1.624
3 O -1.75580 4.45304 3.28363  B2 1.441, H35 0.978
4 C -2.12858 3.04899 1.11462  B2 1.624, C5 1.420, C30 1.608
5 C -1.46440 3.46747 -0.06861  C4 1.420, S6 1.834, C16 1.605
6 S 0.19234 4.25338 -0.02000  C5 1.834, O7 1.516, O8 1.495, C9 1.893
7 O 1.28917 3.24000 0.23843  S6 1.516
8 O 0.33025 5.37782 0.95576  S6 1.495
9 C 0.56584 5.00597 -1.71605  S6 1.893, F10 1.421, F11 1.397, C12 1.605
10 F 1.91216 5.44851 -1.60790  C9 1.421
11 F 0.56047 4.05762 -2.74245  C9 1.397
12 C -0.30268 6.31937 -2.02449  C9 1.605, F13 1.399, F14 1.395, F15 1.408
13 F -0.84671 6.34922 -3.31326  C12 1.399
14 F 0.51637 7.44058 -1.89000  C12 1.395
15 F -1.38729 6.48998 -1.14374  C12 1.408
16 C -2.26115 3.16057 -1.42806  C5 1.605, O17 1.238, C18 1.601
17 O -2.30979 3.93510 -2.39256  C16 1.238
18 C -3.05798 1.77188 -1.45100  C16 1.601, C19 1.597, C24 1.420
19 C -3.10417 0.84931 -2.75418  C18 1.597, Cl20 1.809, C21 1.418
20 Cl -4.35434 1.08491 -4.04045  C19 1.809
21 C -2.12000 -0.16679 -2.85216  C19 1.418, C22 1.581, Cl23 1.833
22 C -2.03457 -1.20364 -4.04295  C21 1.581, H36 1.148, H37 1.144, H38 1.143
23 Cl -0.88811 -0.28756 -1.50064  C21 1.833
24 C -3.73346 1.37083 -0.26780  C18 1.420, C25 1.582, C30 1.604
25 C -4.60427 0.05849 -0.12278  C24 1.582, C26 1.597, H39 1.149, H40 1.139
26 C -6.08268 0.28979 0.43561  C25 1.597, C27 1.597, H41 1.151, H42 1.148
27 C -6.87760 1.49960 -0.23956  C26 1.597, C28 1.628, C29 1.613, H43 1.136
28 C -7.66292 2.35523 0.90079  C27 1.628, H44 1.144, H45 1.139, H46 1.135
29 C -8.01936 1.02989 -1.27709  C27 1.613, H47 1.135, H48 1.142, H49 1.147
30 C -3.57511 2.35808 0.98696  C4 1.608, C24 1.604, O31 1.236
31 O -4.46553 2.57080 1.81758  C30 1.236
32 H 0.43774 2.20766 2.99508  C1 1.149
33 H -0.62032 2.38204 4.48485  C1 1.146
34 H -1.01042 1.01115 3.21799  C1 1.135
35 H -2.42108 4.36274 3.99429  O3 0.978
36 H -3.07519 -1.36189 -4.50006  C22 1.148
37 H -1.35069 -0.86803 -4.89688  C22 1.144
38 H -1.65779 -2.23563 -3.72907  C22 1.143
39 H -4.05345 -0.65401 0.59076  C25 1.149
40 H -4.69226 -0.50514 -1.10820  C25 1.139
41 H -6.67408 -0.66918 0.19957  C26 1.151
42 H -6.12742 0.37968 1.57917  C26 1.148
43 H -6.23257 2.25287 -0.79268  C27 1.136
44 H -8.75603 2.51999 0.60691  C28 1.144
45 H -7.19946 3.38835 1.02704  C28 1.139
46 H -7.66777 1.83642 1.91048  C28 1.135
47 H -7.60856 0.54177 -2.21600  C29 1.135
48 H -8.81839 0.41186 -0.74382  C29 1.142
49 H -8.56000 1.98169 -1.62071  C29 1.147
50 C 0.17614 4.27751 -6.25941  C51 1.512, H57 1.093, H58 1.091, H59 1.093
51 C 0.06715 5.05671 -7.55116  C50 1.512, C52 1.501, O56 1.427, H60 1.096
52 C -0.92176 6.18462 -7.50255  C51 1.501, O53 1.425, H61 1.091, H62 1.095
53 O -1.28918 6.31900 -8.87249  C52 1.425, C54 1.363
54 C -1.12190 5.09216 -9.44208  O53 1.363, O55 1.194, O56 1.363
55 O -1.50439 4.79577 -10.53385  C54 1.194
56 O -0.46356 4.24698 -8.59891  C51 1.427, C54 1.363
57 H 0.77058 3.37248 -6.40960  C50 1.093
58 H 0.64280 4.87910 -5.47737  C50 1.091
59 H -0.80694 3.95124 -5.90990  C50 1.093
60 H 1.05838 5.40243 -7.86522  C51 1.096
61 H -0.48541 7.11043 -7.12474  C52 1.091
62 H -1.82190 5.95118 -6.92503  C52 1.095
63 C 5.92098 2.23875 0.64532  C64 1.513, H70 1.093, H71 1.091, H72 1.093
64 C 4.78663 1.24601 0.77086  C63 1.513, C65 1.500, O69 1.429, H73 1.096
65 C 3.69043 1.68436 1.69554  C64 1.500, O66 1.426, H74 1.090, H75 1.095
66 O 3.13853 0.43816 2.11609  C65 1.426, C67 1.359
67 C 4.14086 -0.47631 2.03904  O66 1.359, O68 1.198, O69 1.363
68 O 4.08148 -1.58639 2.48534  C67 1.198
69 O 5.22442 0.03556 1.39048  C64 1.429, C67 1.363
70 H 6.76050 1.79178 0.10629  C63 1.093
71 H 5.59881 3.13550 0.11341  C63 1.091
72 H 6.30034 2.53156 1.62779  C63 1.093
73 H 4.39949 0.99200 -0.22201  C64 1.096
74 H 2.93749 2.29321 1.19514  C65 1.090
75 H 4.05247 2.21729 2.58074  C65 1.095
76 C 6.39504 -3.41923 3.21502  C77 1.512, H83 1.094, H84 1.094, H85 1.094
77 C 7.70909 -2.76815 3.58170  C76 1.512, C78 1.500, O82 1.428, H86 1.096
78 C 8.52423 -2.33050 2.40060  C77 1.500, O79 1.426, H87 1.091, H88 1.095
79 O 9.84972 -2.35968 2.92444  C78 1.426, C80 1.363
80 C 9.85546 -3.29434 3.91615  O79 1.363, O81 1.195, O82 1.362
81 O 10.84153 -3.70781 4.45030  C80 1.195
82 O 8.58903 -3.69803 4.21528  C77 1.428, C80 1.362
83 H 5.93437 -3.87144 4.09786  C76 1.094
84 H 5.70053 -2.68911 2.78996  C76 1.094
85 H 6.54226 -4.22623 2.49108  C76 1.094
86 H 7.53572 -1.94236 4.28081  C77 1.096
87 H 8.26353 -1.32788 2.05850  C78 1.091
88 H 8.47250 -3.02254 1.55404  C78 1.095
89 C 2.80605 -4.36374 2.17799  C90 1.512, H96 1.093, H97 1.089, H98 1.093
90 C 2.43852 -5.77842 1.79103  C89 1.512, C91 1.500, O95 1.431, H99 1.095
91 C 3.49612 -6.48524 0.99696  C90 1.500, O92 1.426, H100 1.092, H101 1.095
92 O 2.72975 -7.43920 0.26418  C91 1.426, C93 1.366
93 C 1.48218 -6.90424 0.11530  O92 1.366, O94 1.197, O95 1.360
94 O 0.63482 -7.35231 -0.60227  C93 1.197
95 O 1.33046 -5.79425 0.88565  C90 1.431, C93 1.360
96 H 1.93910 -3.84478 2.59350  C89 1.093
97 H 3.60686 -4.35541 2.91661  C89 1.089
98 H 3.12756 -3.78665 1.30684  C89 1.093
99 H 2.15188 -6.34889 2.68050  C90 1.095
100 H 4.23503 -6.98141 1.62887  C91 1.092
101 H 4.01402 -5.83670 0.28254  C91 1.095
102 C 3.05537 -10.10057 6.33598  C103 1.513, H109 1.093, H110 1.091, H111 1.093
103 C 3.51122 -8.99105 5.41442  C102 1.513, C104 1.501, O108 1.428, H112 1.096
104 C 4.51701 -8.06116 6.02741  C103 1.501, O105 1.425, H113 1.091, H114 1.094
105 O 4.30267 -6.86139 5.28845  C104 1.425, C106 1.361
106 C 3.00363 -6.88262 4.88226  O105 1.361, O107 1.198, O108 1.361
107 O 2.43232 -5.95094 4.39219  C106 1.198
108 O 2.43842 -8.10016 5.10857  C103 1.428, C106 1.361
109 H 2.20360 -10.63020 5.90181  C102 1.093
110 H 3.86003 -10.81570 6.51536  C102 1.091
111 H 2.71956 -9.70290 7.29706  C102 1.093
112 H 3.87459 -9.41329 4.47088  C103 1.096
113 H 5.54254 -8.41316 5.90824  C104 1.091
114 H 4.33084 -7.85244 7.08548  C104 1.094
115 C -9.58820 5.90159 -3.49494  C116 1.513, H122 1.093, H123 1.091, H124 1.093
116 C -10.20194 4.56326 -3.84245  C115 1.513, C117 1.501, O121 1.427, H125 1.096
117 C -11.70272 4.56461 -3.85993  C116 1.501, O118 1.425, H126 1.091, H127 1.095
118 O -12.00626 3.20079 -3.58087  C117 1.425, C119 1.362
119 C -10.96526 2.71211 -2.85036  O118 1.362, O120 1.195, O121 1.364
120 O -10.96724 1.65535 -2.29287  C119 1.195
121 O -9.92242 3.59083 -2.83660  C116 1.427, C119 1.364
122 H -8.51369 5.79510 -3.32517  C115 1.093
123 H -9.74773 6.62527 -4.29620  C115 1.091
124 H -10.01259 6.30284 -2.57101  C115 1.093
125 H -9.78780 4.19528 -4.78768  C116 1.096
126 H -12.11156 4.86371 -4.82608  C117 1.091
127 H -12.14780 5.18460 -3.07525  C117 1.095
128 C 2.06180 -9.26826 -2.52643  C129 1.513, H135 1.092, H136 1.092, H137 1.091
129 C 2.59551 -9.21731 -3.94114  C128 1.513, C130 1.500, O134 1.427, H138 1.096
130 C 4.09248 -9.16543 -4.02806  C129 1.500, O131 1.425, H139 1.091, H140 1.095
131 O 4.29724 -8.51878 -5.28126  C130 1.425, C132 1.363
132 C 3.20433 -7.73311 -5.49596  O131 1.363, O133 1.195, O134 1.362
133 O 3.12003 -6.91404 -6.36226  C132 1.195
134 O 2.22277 -8.00203 -4.59037  C129 1.427, C132 1.362
135 H 0.97906 -9.12592 -2.52225  C128 1.092
136 H 2.29274 -10.22583 -2.05513  C128 1.092
137 H 2.48306 -8.46834 -1.91644  C128 1.091
138 H 2.18603 -10.04832 -4.52667  C129 1.096
139 H 4.54851 -10.15655 -4.02328  C130 1.091
140 H 4.55401 -8.55496 -3.24534  C130 1.095
141 C 2.42302 7.96569 4.33343  C142 1.513, H148 1.093, H149 1.091, H150 1.093
142 C 1.29992 6.96114 4.46737  C141 1.513, C143 1.500, O147 1.426, H151 1.096
143 C 0.19976 7.39419 5.39060  C142 1.500, O144 1.425, H152 1.091, H153 1.095
144 O -0.33911 6.14708 5.82092  C143 1.425, C145 1.364
145 C 0.67722 5.24083 5.74860  O144 1.364, O146 1.196, O147 1.362
146 O 0.63238 4.13505 6.20203  C145 1.196
147 O 1.75217 5.76243 5.09455  C142 1.426, C145 1.362
148 H 3.26664 7.52412 3.79679  C141 1.093
149 H 2.09045 8.85505 3.79531  C141 1.091
150 H 2.80028 8.26986 5.31336  C141 1.093
151 H 0.91453 6.69559 3.47671  C142 1.096
152 H -0.56063 7.99196 4.88611  C143 1.091
153 H 0.55667 7.93789 6.27125  C143 1.095

Its charge is 0. The SMILES is CB(O)C1=C(S(=O)(=O)C(F)(F)C(F)(F)F)C(=O)C(/C(Cl)=C(/C)Cl)=C(CCC(C)C)C1=O.C[C@@H]1COC(=O)O1.C[C@@H]1COC(=O)O1.C[C@@H]1COC(=O)O1.C[C@@H]1COC(=O)O1.C[C@@H]1COC(=O)O1.C[C@@H]1COC(=O)O1.C[C@@H]1COC(=O)O1.C[C@@H]1COC(=O)O1. As for the HOMO energy: -9.80 eV. The value obtained for the LUMO energy is -0.07815 hartree.

Atomic partial charges in e from the Mulliken method, atoms 1 to 6: -0.54 0.30 -0.71 0.85 -0.13 1.35